(1)
{
  "formula": "C3H8ClN2",
  "method": "wB97M-V/def2-TZVPD",
  "species": ["H", "H", "H", "H", "H", "C", "Cl", "C", "N", "H", "H", "H", "N", "C"],
  "xyz": [[-1.7214, 0.7173, 1.7001], [-2.0838, -0.7884, 1.0426], [-0.3472, 1.8906, -0.3206], [1.1467, -0.8966, -1.4896], [-1.0215, -0.6145, 2.5896], [-1.2092, -0.2362, 1.6441], [-1.9722, 0.2865, -1.1956], [0.6895, 0.1146, -1.6365], [-0.1411, -0.1786, 0.7815], [0.4433, 0.3171, -2.6902], [1.8026, -0.4375, 0.4982], [1.5273, 0.7721, -1.4194], [0.9997, -0.4089, 1.1920], [-0.3847, 0.2638, -0.4732]],
  "fmax_ha_per_bohr": 0.1878,
  "homo_energy_ev": -14.968,
  "total_charge": 1,
  "multiplicity": 1
}

---

(2)
{
  "formula": "H2NO4P",
  "method": "wB97M-V/def2-TZVPD",
  "species": ["H", "O", "O", "O", "O", "N", "H", "P"],
  "xyz": [[0.7211, -1.9644, -0.6603], [0.3782, 0.9074, -1.4391], [-2.0906, 0.0672, -0.9387], [0.7117, -1.2285, 0.0428], [0.9751, 1.0366, 1.0400], [-1.6942, 0.1684, 0.1660], [0.8102, 0.7008, 1.8841], [0.1884, 0.3125, -0.0948]],
  "fmax_ha_per_bohr": 0.0805,
  "homo_energy_ev": -9.449,
  "multiplicity": 1,
  "smiles": "O=NP(=O)(O)O"
}

---

(3)
{
  "formula": "C2H3F",
  "method": "wB97M-V/def2-TZVPD",
  "species": ["H", "F", "C", "H", "C", "H"],
  "xyz": [[-0.2453, 1.5023, -0.1002], [1.6136, 0.0367, -0.0513], [-0.6147, 0.4150, 0.0489], [-1.6723, 0.1369, 0.0170], [0.3921, -0.4604, 0.0076], [0.5267, -1.6305, 0.0779]],
  "fmax_ha_per_bohr": 0.0536,
  "homo_energy_ev": -9.925,
  "multiplicity": 1,
  "smiles": "C=CF"
}

---

(4)
{
  "formula": "C3H11NO",
  "method": "wB97M-V/def2-TZVPD",
  "species": ["H", "C", "H", "H", "H", "H", "C", "H", "H", "H", "H", "N", "H", "H", "O", "C"],
  "xyz": [[2.3282, 3.7379, 1.1697], [-2.2641, -1.6894, -0.7520], [-4.1487, -1.2086, 0.1835], [-2.5927, -1.4028, -1.7493], [3.7321, 1.5726, 1.5593], [-1.5726, -2.5278, -0.8158], [-3.4573, -2.0475, 0.1233], [-3.9834, -2.9148, -0.2717], [3.4864, 1.5194, -1.0380], [2.8402, 0.1856, -0.0565], [-3.1306, -2.3325, 1.1216], [2.8765, 1.9260, 1.0035], [-1.7354, -0.8241, -0.3559], [1.7472, 1.4478, -0.6606], [3.1256, 3.3077, 0.8135], [2.7487, 1.2506, -0.2744]],
  "fmax_ha_per_bohr": 0.0468,
  "homo_energy_ev": -9.256,
  "multiplicity": 1,
  "smiles": "CNO.CC"
}

---

(5)
{
  "formula": "C21H31N3O6S",
  "method": "wB97M-V/def2-TZVPD",
  "species": ["O", "C", "C", "C", "O", "H", "H", "H", "O", "C", "N", "H", "H", "H", "C", "C", "N", "C", "C", "H", "H", "H", "H", "C", "O", "O", "H", "H", "H", "H", "C", "H", "C", "H", "H", "H", "C", "H", "C", "C", "H", "S", "C", "H", "C", "H", "C", "H", "C", "O", "H", "H", "N", "C", "H", "C", "C", "H", "H", "H", "H", "H"],
  "xyz": [[-1.4129, -0.6379, -3.4884], [-1.4455, 0.1357, 3.8297], [0.1921, 2.5336, -1.5687], [2.2518, 1.0536, -4.0382], [0.0197, -2.6804, 1.9755], [-0.2584, -2.2566, -3.1537], [-2.2333, 2.5582, -1.0189], [1.8922, 3.0830, -2.7517], [2.9311, -1.3052, -3.7783], [0.9101, -0.6769, 4.2016], [1.8513, 1.0342, -2.7356], [2.9357, -1.2428, 4.7015], [-2.8534, 0.6326, -4.0870], [-3.4520, 0.9261, 3.7054], [-2.6018, 0.9619, 4.3818], [1.2639, -0.1443, 2.8093], [0.1158, -0.0811, 1.9324], [1.7216, -0.1735, -2.0410], [-1.0084, 0.6621, 2.4607], [-1.7712, -0.9023, 3.6956], [1.8780, -1.0337, 6.0976], [-3.8624, 0.7847, -1.6748], [1.4373, -0.6391, -5.0447], [1.5871, -2.5981, -0.6542], [2.4148, 2.0760, -4.6651], [-0.0251, 3.2192, -0.5898], [1.6815, 0.8657, 2.8853], [2.7788, -3.3861, -2.2669], [1.9977, -0.7930, 2.3251], [-2.3424, 0.0658, -1.1353], [1.6282, 2.2876, -2.0461], [-1.9929, -2.6158, -3.3397], [1.0400, -0.2583, -0.8380], [-1.8153, 0.5642, 1.7339], [0.5757, -1.7120, 4.0831], [-0.5299, -0.2427, 5.7496], [-0.2412, 0.1532, 4.7736], [-3.4547, -0.8557, -3.3236], [-2.6923, -0.0694, -3.2617], [0.9559, -1.4678, -0.1772], [1.5117, -3.5198, -0.1011], [-0.2222, -1.5184, 1.1670], [2.1302, -0.6412, 5.1156], [3.1222, -0.2588, -5.4940], [-2.8070, 0.6654, -1.9210], [-2.9144, 0.5784, 5.3501], [2.3120, -1.3346, -2.5675], [-2.3019, 2.0008, 4.5034], [2.4217, -0.3252, -4.6599], [-1.5154, -1.3945, 0.5470], [-0.7130, 1.7144, 2.5249], [-1.3864, -1.8954, -1.8255], [-0.7635, 1.9753, -2.3253], [2.2803, -2.5249, -1.8522], [0.5536, 0.5913, -0.3927], [-2.1658, 2.0514, -1.9846], [-1.2639, -1.9176, -2.9123], [-2.6838, 2.6603, -2.7361], [0.0907, 1.1859, 4.9144], [-0.5258, 1.3413, -3.0745], [2.4882, 0.3797, 5.2356], [2.2852, 2.3616, -1.1743]],
  "fmax_ha_per_bohr": 0.0214,
  "homo_energy_ev": -8.869,
  "multiplicity": 1,
  "smiles": "COCCCNC(=O)CN1C(=O)COc2ccc(S(=O)(=O)N3C[C@H](C)C[C@H](C)C3)cc21"
}

---

(6)
{
  "formula": "C19H30N4O14S3",
  "method": "wB97M-V/def2-TZVPD",
  "species": ["H", "H", "C", "O", "C", "O", "H", "H", "S", "O", "C", "O", "C", "C", "H", "H", "C", "C", "C", "H", "O", "C", "H", "O", "S", "C", "O", "H", "H", "O", "H", "C", "H", "H", "S", "C", "H", "N", "C", "H", "O", "H", "C", "C", "H", "O", "H", "H", "H", "H", "O", "H", "O", "O", "C", "C", "H", "C", "O", "H", "H", "H", "N", "C", "H", "N", "H", "H", "H", "N"],
  "xyz": [[0.7716, -3.3385, 1.4515], [0.6041, 8.0721, 2.1004], [4.8940, -1.6972, -2.5902], [-2.0853, 0.6138, -6.1894], [-0.5832, 6.2981, 2.7378], [-0.0649, 0.2173, -4.7871], [-1.7872, 3.4048, -6.9732], [2.9254, -4.3295, -2.3112], [-1.2994, 0.9307, -4.7896], [1.9699, -5.9776, 2.6614], [-2.9491, 1.6612, -6.5340], [-0.2575, -5.6389, 3.7841], [1.6501, -3.7695, 1.9245], [-0.0900, -0.3619, 6.9548], [0.2005, 3.1114, 0.2867], [5.8151, -1.1371, -2.5975], [-0.0740, 7.2601, 1.9012], [-2.2206, 2.9399, -6.0891], [-3.7703, -1.3635, -1.7986], [-0.2503, 6.1376, 3.7508], [1.4033, -0.8505, 0.0231], [0.0747, -1.6662, 6.5724], [2.4606, -5.5041, 0.7282], [-2.1414, 0.8185, -3.6453], [1.1407, -5.3284, 3.8721], [3.6220, -1.1678, -2.6550], [1.4254, -3.8182, 3.3236], [-2.8885, 3.6018, -5.5432], [-3.9200, 1.5770, -6.0341], [1.8600, -5.5707, 5.0762], [2.5938, -3.2896, 1.6825], [-1.4822, 6.0179, 0.7349], [-0.5148, -0.0525, 7.8963], [-3.1740, -0.8584, -1.0380], [0.2219, -0.3389, 0.6449], [-0.2668, 2.1328, 0.4208], [-2.1429, 5.7408, -0.0732], [2.7529, -2.2206, -2.5214], [-1.5683, 5.5793, 2.0271], [1.1471, -0.2113, 3.8864], [-2.2729, -3.1594, -1.6958], [-1.5899, 1.9594, -1.2299], [0.4090, 0.4599, 5.9210], [0.7943, -0.3743, 4.8887], [5.5765, -3.8427, -2.4402], [-1.1925, 2.4998, -5.2312], [-1.1684, 2.4218, 0.9743], [0.7356, -5.5843, 1.0609], [1.7740, -2.0005, -2.4710], [-3.1759, 1.6205, -7.5966], [-2.6016, -2.1964, -3.6226], [-0.1533, -2.5669, 7.1168], [0.5199, 1.2238, 1.1341], [-0.8538, 0.1147, -0.4766], [-0.6794, 1.4728, -0.8988], [3.4222, -3.3777, -2.4058], [-4.5872, -1.8541, -1.2783], [1.7003, -5.2697, 1.4675], [-0.4674, -1.1032, 1.6300], [3.2709, -0.1570, -2.7557], [0.5986, -2.4281, 4.6397], [-2.1448, 4.7192, 2.3229], [0.5699, -1.6702, 5.3042], [4.7852, -3.1160, -2.4680], [-0.3246, 7.6074, -0.1601], [-0.6154, 7.0726, 0.6329], [-4.0766, -0.6298, -2.5315], [0.1056, 1.3476, -1.6460], [0.4672, 1.5347, 5.9692], [-2.8281, -2.3480, -2.4261]],
  "fmax_ha_per_bohr": 0.0420,
  "homo_energy_ev": -7.707,
  "multiplicity": 1,
  "smiles": "C[N+](=O)[O-].O=S1(=O)OCCO1.O=S1(=O)OCCO1.O=S1(=O)OCCO1.c1cc[nH]c1.c1cc[nH]c1.c1cc[nH]c1"
}

---

Values for HOMO-LUMO gap, eV, ordered as above
8.25, 8.61, 11.23, 10.24, 9.47, 7.56
Values for ΔE to the lowest compared entry with this formula, charge and spin, eV, ordered as above
5.524, 0.570, 0.426, 2.259, 0.687, 0.000
Values for molecular weight, Da, ordered as above
107.56, 110.99, 46.04, 77.13, 453.56, 634.66